166
Properties=species:S:1:pos:R:3 method="wB97M-V/def2-TZVPD" gap_ha=0.3369 lumo_energy_ev=0.67 total_energy_ev=-87705.781 relative_energy_ev=0.0000 fmax_ev_per_a=1.9 smiles="COCCNCCOC.COCCNCCOC.COCCNCCOC.COCCNCCOC.COCCNCCOC.COCCNCCOC.NC(N)=O.NC(N)=O.CO"
C 3.36 -7.88 -2.15
O 2.03 -7.77 -2.59
C 1.89 -7.93 -4.00
C 2.21 -6.66 -4.79
N 1.12 -5.71 -4.79
C 0.59 -5.33 -3.47
C -0.26 -4.09 -3.66
O 0.47 -3.11 -4.41
C -0.32 -2.00 -4.69
H 3.84 -8.84 -2.38
H 3.35 -7.79 -1.07
H 3.99 -7.09 -2.58
H 0.85 -8.17 -4.21
H 2.50 -8.77 -4.33
H 2.40 -7.01 -5.81
H 3.16 -6.23 -4.44
H 1.51 -4.80 -5.04
H 1.41 -5.11 -2.77
H -0.01 -6.11 -3.01
H -0.55 -3.63 -2.71
H -1.16 -4.34 -4.23
H -1.29 -2.28 -5.13
H 0.20 -1.35 -5.39
H -0.54 -1.43 -3.78
C -1.23 -2.55 2.43
O -1.98 -3.51 3.16
C -1.51 -3.70 4.47
C -2.61 -4.29 5.32
N -2.96 -5.63 4.85
C -4.09 -6.21 5.56
C -5.43 -5.73 5.06
O -5.61 -6.23 3.76
C -6.79 -5.75 3.15
H -0.15 -2.77 2.50
H -1.41 -1.53 2.76
H -1.47 -2.69 1.38
H -1.18 -2.77 4.94
H -0.65 -4.39 4.50
H -3.46 -3.60 5.38
H -2.25 -4.39 6.35
H -3.22 -5.57 3.86
H -4.02 -6.03 6.63
H -4.06 -7.30 5.45
H -5.42 -4.63 5.09
H -6.25 -6.06 5.71
H -7.66 -6.33 3.49
H -6.72 -5.90 2.07
H -6.94 -4.69 3.34
C 3.15 -2.75 -5.97
O 3.34 -3.69 -4.93
C 4.28 -3.33 -3.95
C 3.62 -2.68 -2.73
N 2.92 -1.41 -2.96
C 3.83 -0.27 -2.92
C 3.15 0.98 -3.46
O 2.88 0.74 -4.82
C 2.31 1.87 -5.44
H 2.37 -3.15 -6.61
H 4.09 -2.54 -6.49
H 2.77 -1.81 -5.57
H 5.12 -2.78 -4.40
H 4.72 -4.25 -3.57
H 4.41 -2.51 -1.99
H 2.90 -3.41 -2.35
H 2.54 -1.44 -3.90
H 4.72 -0.46 -3.54
H 4.19 -0.09 -1.91
H 3.83 1.83 -3.35
H 2.26 1.18 -2.86
H 2.01 1.61 -6.46
H 3.02 2.70 -5.45
H 1.40 2.18 -4.91
C 2.32 2.10 0.27
O 2.75 3.24 -0.43
C 4.14 3.33 -0.58
C 4.40 4.59 -1.35
N 4.18 5.79 -0.57
C 4.28 6.99 -1.40
C 3.82 8.19 -0.63
O 2.41 8.07 -0.46
C 1.81 9.25 0.02
H 2.60 2.07 1.33
H 2.79 1.21 -0.20
H 1.26 1.92 0.12
H 4.51 2.49 -1.19
H 4.70 3.34 0.36
H 3.74 4.56 -2.24
H 5.40 4.62 -1.80
H 3.22 5.77 -0.25
H 3.65 6.91 -2.30
H 5.33 7.13 -1.69
H 4.04 9.10 -1.21
H 4.27 8.28 0.36
H 0.83 8.99 0.41
H 1.76 10.01 -0.76
H 2.39 9.66 0.86
C -2.89 3.63 8.53
O -2.31 2.47 8.01
C -1.33 1.91 8.87
C -0.97 0.57 8.32
N -0.29 0.72 7.04
C 0.03 -0.58 6.44
C 0.59 -0.39 5.06
O -0.41 0.25 4.28
C 0.07 0.72 3.03
H -3.76 3.88 7.92
H -2.18 4.46 8.56
H -3.25 3.46 9.55
H -1.77 1.83 9.87
H -0.46 2.58 8.89
H -1.88 -0.04 8.27
H -0.26 0.09 9.01
H -0.93 1.18 6.41
H -0.88 -1.20 6.36
H 0.73 -1.12 7.08
H 0.85 -1.35 4.59
H 1.50 0.22 5.08
H 0.18 1.81 3.14
H -0.70 0.62 2.27
H 1.03 0.34 2.69
C -5.91 8.12 -2.99
O -4.83 8.10 -2.09
C -3.78 7.26 -2.53
C -2.69 7.28 -1.46
N -1.83 6.11 -1.63
C -1.02 5.82 -0.47
C -0.41 4.43 -0.55
O -1.40 3.41 -0.70
C -2.10 3.12 0.51
H -6.59 8.89 -2.65
H -6.40 7.14 -3.01
H -5.58 8.33 -4.02
H -3.37 7.69 -3.45
H -4.11 6.23 -2.70
H -3.13 7.32 -0.46
H -2.04 8.16 -1.57
H -2.37 5.30 -1.91
H -1.54 5.96 0.49
H -0.18 6.53 -0.45
H 0.20 4.21 0.33
H 0.24 4.42 -1.43
H -1.39 2.67 1.22
H -2.89 2.42 0.28
H -2.52 4.01 0.99
N -0.51 -5.67 1.42
C 0.31 -5.55 0.34
N 0.74 -6.73 -0.22
O 0.58 -4.47 -0.16
H -0.75 -6.55 1.84
H -0.79 -4.82 1.88
H 1.26 -6.66 -1.08
H 0.35 -7.61 0.05
N -0.24 0.46 -1.86
C -0.32 -0.50 -0.87
N 0.43 -1.60 -1.12
O -1.05 -0.36 0.10
H 0.27 0.20 -2.69
H -0.66 1.36 -1.69
H 1.16 -1.58 -1.82
H 0.44 -2.40 -0.50
C -3.51 2.30 -3.36
O -3.45 3.44 -2.53
H -2.86 1.49 -3.03
H -4.54 1.92 -3.39
H -3.25 2.57 -4.39
H -2.77 3.31 -1.85